{"formula": "C3H8NO2P", "method": "ωB97M-V/def2-TZVPD", "e_homo_ha": -0.340, "smiles": "CO[P@@H](C)=NC=O", "multiplicity": 1, "charge": 0, "elements": ["C", "O", "P", "C", "N", "C", "O", "H", "H", "H", "H", "H", "H", "H", "H"], "positions_angstrom": [[1.2130, 1.5637, 0.6176], [0.9527, 0.7647, -0.5005], [-0.4232, -0.0013, -0.4983], [-0.4848, -0.8530, -2.1011], [-0.4826, -1.1220, 0.6636], [-0.7467, -1.1155, 1.9479], [-1.2899, -0.2374, 2.6096], [1.5357, 2.5071, 0.1445], [2.0593, 1.1642, 1.1153], [0.4269, 1.6140, 1.3952], [-1.3592, 0.9971, -0.6640], [0.1831, -0.3773, -2.7707], [0.1788, -1.6651, -1.7240], [-1.3657, -1.2404, -2.6029], [-0.3973, -1.9989, 2.3679]], "lowdin_charge": [-0.130, -0.310, 0.722, -0.168, -0.106, -0.513, -0.036, 0.102, 0.076, 0.093, 0.045, 0.027, 0.056, 0.059, 0.084]}